{"formula": "C5H10OS2", "method": "ωB97M-V with the def2-TZVPD basis set", "spin_multiplicity": 1, "orbital_gap_ev": 8.96, "elements": ["C", "C", "C", "C", "C", "H", "H", "H", "H", "H", "H", "H", "H", "H", "H", "O", "S", "S"], "coordinates": [[-0.3743, 1.2710, -1.2263], [0.5129, -0.0539, -1.5044], [0.7313, -1.9534, -0.1582], [0.1280, 0.0121, 2.2881], [-0.8945, 1.3973, 0.0997], [-1.2841, 1.2532, -1.8896], [-0.0389, 2.2431, -1.7035], [1.4708, -0.0055, -1.1170], [0.6312, -0.3284, -2.5722], [0.3104, -3.0890, -0.4525], [1.7259, -1.6883, 0.0694], [1.0382, 0.0032, 3.3222], [-1.0978, -0.0185, 2.6798], [-1.4973, 0.4585, 0.3171], [-1.6068, 2.0825, 0.0934], [0.0604, -1.2520, -1.1198], [-0.2545, -1.6187, 1.4833], [0.4391, 1.2867, 1.3903]], "nbo_charge": [-0.448, -0.057, -0.156, -0.812, -0.528, 0.215, 0.226, 0.167, 0.189, 0.237, 0.196, 0.279, 0.237, 0.233, 0.220, -0.544, 0.065, 0.281]}